# 1
A molecular structure, C32H55ClFeN3O2P in a non-equilibrium geometry, computed with the ωB97M-V functional and the def2-TZVPD basis.

XYZ file:
```
95
C32H55ClFeN3O2P (the ωB97M-V functional and the def2-TZVPD basis)
H -5.230 1.961 -1.528
H -1.608 6.093 -2.854
H -1.342 -3.144 0.536
H 1.202 -3.593 -2.824
C -0.154 -3.860 3.693
C -2.745 -1.643 3.322
C -2.320 2.588 -1.164
C 1.568 -0.639 2.759
H -5.293 0.152 0.289
H -2.637 -2.639 3.768
H -0.113 -4.952 3.552
H 2.899 3.875 -5.467
H -2.018 4.663 -1.091
C 1.018 -2.584 -2.422
H -0.363 -0.004 5.220
H 2.431 1.295 3.071
Cl -0.491 0.266 -2.904
C 0.945 3.114 -1.461
C -0.019 -3.233 2.290
H -2.944 0.846 3.293
C -4.240 1.629 -1.865
C 1.961 2.797 -2.367
C -1.416 3.755 -0.953
H 1.567 -1.208 4.897
H 3.497 -3.597 -2.347
Fe -0.815 0.010 -0.705
H 3.122 1.849 -0.859
C 1.421 0.857 3.064
H -2.053 -3.993 1.941
C -0.232 4.408 -3.118
H -1.164 5.711 -4.515
O -3.384 2.817 -1.920
H 1.386 -4.760 1.718
H 3.150 -0.811 4.190
C -1.868 0.687 3.107
C -1.019 -0.837 4.938
H 3.167 2.207 -4.875
H 2.176 -3.343 2.395
H 1.507 -3.299 0.713
H 1.986 -0.736 0.584
C 2.705 0.427 -2.345
H -3.073 -1.751 2.280
H 4.385 -2.121 -1.941
H 3.243 0.018 1.543
H -1.912 -0.781 5.582
H 0.668 -3.591 4.372
H 0.873 4.750 -4.929
C 3.432 -2.645 -1.806
H 3.092 -1.745 1.567
C 2.310 -1.795 -2.393
H -2.301 4.655 -3.637
C -3.350 -0.692 -1.484
N -0.437 -0.853 0.793
C -0.228 3.748 -1.878
C 1.957 3.440 -3.615
O 3.014 0.107 -3.610
C -1.485 -0.766 3.462
H 3.995 2.081 -2.409
H -0.520 -1.780 5.193
H -0.788 -4.773 0.977
H 3.280 -2.847 -0.741
H -2.692 -1.312 -0.840
C -4.311 0.627 0.430
N 2.198 -0.529 -1.630
H -1.683 0.912 2.045
C 2.192 -1.323 4.002
C 0.869 4.244 -3.962
C -3.563 0.689 -0.892
H -3.561 -1.150 3.877
H 1.841 -1.330 -4.500
H 4.066 3.571 -4.179
C -1.126 -3.806 1.385
C 2.674 -1.291 -3.787
H -1.117 -3.649 4.167
H 0.988 1.046 4.055
H 1.046 2.798 -0.415
C 2.518 -0.808 1.544
H 0.847 1.401 2.299
H -4.480 1.651 0.788
C -1.391 5.262 -3.543
H 2.412 -2.388 3.870
H 0.576 -2.671 -1.419
H -1.064 3.712 0.083
H -4.317 1.240 -2.887
H -2.889 -0.588 -2.476
C 1.351 -3.660 1.743
H -1.325 1.422 3.715
P -0.120 -1.347 2.296
H 0.290 -2.078 -3.069
C 3.032 1.837 -1.948
H -4.321 -1.196 -1.589
C 3.090 3.261 -4.580
H -3.743 0.072 1.187
N -2.246 1.368 -0.652
H 3.562 -1.783 -4.203
```

Results
- multiplicity = 6
- <S²> = 8.771
- molar mass (u) = 636.083
- total charge = -1
- HOMO (alpha / beta) (eV) = 0.124 / -4.208

The molecule's Mulliken atomic charges, reported in e, are given here:
1 H 0.3097
2 H 0.2890
3 H 0.1276
4 H 0.5089
5 C -1.9864
6 C -1.8997
7 C 0.5819
8 C 2.6293
9 H 0.4938
10 H 0.3587
11 H 0.5376
12 H 0.4196
13 H 0.4150
14 C -1.8441
15 H 0.2951
16 H 0.6355
17 Cl -0.6025
18 C -0.8760
19 C 2.4081
20 H 0.4452
21 C -1.0730
22 C 0.5539
23 C -1.5290
24 H 0.2287
25 H 0.4918
26 Fe 0.3001
27 H 0.2294
28 C -1.7760
29 H 0.3518
30 C 0.5662
31 H 0.4347
32 O -0.4414
33 H 0.6954
34 H 0.5402
35 C -1.9117
36 C -2.0469
37 H 0.2039
38 H 0.2735
39 H -0.0508
40 H 0.2764
41 C 0.2866
42 H 0.1941
43 H 0.4287
44 H 0.6134
45 H 0.5501
46 H 0.2617
47 H 0.1825
48 C -1.7052
49 H 0.1381
50 C 1.7892
51 H 0.2105
52 C -1.7147
53 N 0.9590
54 C 1.4651
55 C 0.5760
56 O -0.3541
57 C 2.8899
58 H 0.5003
59 H 0.2635
60 H 0.4968
61 H 0.1349
62 H 0.0694
63 C -1.5703
64 N 0.0916
65 H 0.1974
66 C -1.8877
67 C -0.8448
68 C 2.0025
69 H 0.6169
70 H 0.3406
71 H 0.2831
72 C -1.7022
73 C -0.9353
74 H 0.3041
75 H 0.2586
76 H 0.0341
77 C -1.7572
78 H 0.1094
79 H 0.5240
80 C -1.4740
81 H 0.2977
82 H 0.0444
83 H 0.0064
84 H 0.3401
85 H 0.4709
86 C -1.8235
87 H 0.3187
88 P -1.8226
89 H 0.4597
90 C -1.1101
91 H 0.5131
92 C -1.5695
93 H -0.1916
94 N 0.3425
95 H 0.3335

---

# 2
A molecular structure, C32H55NP2SiV in a non-equilibrium geometry, computed with the ωB97M-V functional and the def2-TZVPD basis.

XYZ file:
```
92
C32H55NP2SiV (the ωB97M-V functional and the def2-TZVPD basis)
P -1.799 -0.680 -0.990
H 0.012 -0.436 -2.359
C 2.888 -1.222 -1.465
C 2.323 1.354 2.035
H -1.269 4.082 0.771
H 3.480 -0.971 -2.352
C -2.176 -2.997 1.496
H -1.430 -2.484 -4.705
C -0.712 -1.512 2.983
H -2.878 -0.288 1.502
C 1.044 1.961 1.943
H -1.034 -2.309 -2.684
H -3.305 1.231 -0.915
H -2.725 -1.585 3.755
C -1.198 -1.432 -4.932
H -3.960 1.103 1.279
P 1.842 0.145 -0.879
H 0.814 0.348 4.558
H 0.675 -2.314 -5.536
H -1.852 1.406 -2.958
C 0.395 -2.500 1.181
H -3.665 0.277 -2.366
C 2.025 3.915 3.059
H -1.740 -1.216 -5.866
C -0.507 1.487 -4.681
C -2.032 3.295 0.711
H 1.314 -4.408 0.997
H -0.206 1.264 -1.747
C -1.712 -1.314 4.068
H -2.576 3.240 3.788
H 2.343 -0.487 4.241
C 1.128 -0.961 -3.975
H -2.124 -3.598 0.589
H -1.142 -3.008 -1.088
C -0.924 -2.232 1.761
H 1.903 4.928 3.455
H 4.078 3.728 3.740
C 0.321 -1.326 -5.193
H -2.352 -3.688 2.334
H -3.052 -2.343 1.432
H -0.880 2.523 -4.742
Si -1.706 1.914 1.922
C 0.959 3.308 2.403
C 3.246 3.256 3.218
C -3.144 0.703 1.892
H 3.585 -1.481 -0.661
H 1.106 2.385 -3.561
H 4.351 1.441 2.762
C 1.365 -1.801 2.021
C 2.584 1.787 -1.137
H 1.443 -3.437 -0.476
H 1.104 -1.258 5.242
C -1.745 -0.530 -3.852
C -3.362 0.207 -1.314
H -2.632 -2.709 -2.008
H 2.297 -2.118 -1.681
H -0.601 1.074 -5.697
H 3.411 -1.287 2.461
H -4.159 -0.319 -0.766
H -1.474 -1.921 4.959
H -1.723 -0.267 4.404
H -3.552 0.561 2.903
H 2.651 0.434 -3.437
H 1.546 -1.830 -3.462
H 3.608 1.792 -0.736
H 2.474 0.353 1.610
H 3.209 -2.326 1.034
C 1.264 -0.636 4.346
C -1.358 0.757 -3.689
C 0.053 0.228 -1.496
H 3.021 -2.993 2.661
C 3.393 1.970 2.675
H -2.054 2.923 -0.321
H 0.509 -0.633 -6.028
H 2.610 2.073 -2.194
H 0.047 3.880 2.270
C 1.594 0.301 -3.720
N -0.078 1.244 1.474
H -3.005 3.757 0.940
C 0.772 -3.694 0.353
C -1.637 -2.319 -1.771
V 0.010 -0.491 0.428
C -1.751 2.512 3.711
C 2.824 -2.108 2.034
H 2.007 2.536 -0.579
H -2.726 -0.883 -3.491
H -1.970 1.698 4.418
H 1.580 1.861 -5.158
H -0.100 -4.223 -0.046
C 0.989 1.558 -4.279
H -0.835 3.014 4.050
C 0.664 -1.242 3.126
```

Results
- multiplicity = 3
- <S²> = 2.063
- molar mass (u) = 594.777
- total charge = +1
- HOMO (alpha / beta) (eV) = -9.095 / -9.508

The molecule's Mulliken atomic charges, reported in e, are given here:
1 P 1.4511
2 H 0.2453
3 C -1.3966
4 C 0.5801
5 H 0.3820
6 H 0.5469
7 C -1.8611
8 H 0.3954
9 C 1.1742
10 H -0.7145
11 C 1.0708
12 H -0.1621
13 H 0.2619
14 H 0.4572
15 C -0.8605
16 H 0.5427
17 P 1.5386
18 H 0.1886
19 H 0.4023
20 H 0.7796
21 C -0.1619
22 H 0.5780
23 C -0.7703
24 H 0.4526
25 C -1.7047
26 C -1.2339
27 H 0.3901
28 H 1.4085
29 C -1.5027
30 H 0.4280
31 H 0.4128
32 C 0.0469
33 H 0.4610
34 H -0.3623
35 C 0.4687
36 H 0.3998
37 H 0.3995
38 C -1.2585
39 H 0.4193
40 H 0.2819
41 H 0.4930
42 Si 0.2750
43 C -1.0680
44 C -0.9642
45 C -0.2314
46 H 0.5331
47 H 0.3513
48 H 0.4263
49 C 1.0168
50 C -1.4137
51 H 0.0426
52 H 0.4707
53 C -0.5465
54 C -1.3966
55 H 0.5077
56 H -0.2138
57 H 0.3333
58 H 0.3420
59 H 0.4592
60 H 0.4358
61 H 0.0279
62 H 0.4714
63 H 1.2327
64 H 0.3115
65 H 0.5276
66 H -0.1946
67 H 0.3778
68 C -1.5994
69 C 0.0942
70 C -0.4042
71 H 0.4339
72 C -1.1836
73 H 0.1493
74 H 0.3362
75 H 0.5094
76 H 0.3743
77 C -0.5543
78 N 0.9111
79 H 0.4228
80 C -1.5536
81 C -0.5384
82 V -2.9847
83 C -1.2733
84 C -1.7166
85 H 0.1987
86 H 0.6518
87 H 0.3842
88 H 0.4689
89 H 0.5277
90 C -0.8607
91 H 0.4127
92 C 1.0122